{"formula": "C30H32Cl3FN4O2SiV", "method": "ωB97M-V/def2-TZVPD", "elements": ["V", "C", "C", "C", "C", "C", "N", "C", "C", "C", "N", "C", "C", "C", "C", "C", "C", "C", "C", "N", "C", "C", "C", "N", "C", "C", "C", "C", "O", "C", "O", "H", "H", "H", "H", "H", "H", "H", "H", "H", "H", "H", "H", "H", "H", "H", "H", "H", "H", "H", "H", "H", "H", "H", "H", "H", "H", "H", "H", "Cl", "Si", "Cl", "Cl", "F", "C", "C", "C", "C", "C", "C", "H", "H", "H", "H"], "positions_angstrom": [[0.324, -0.819, -0.198], [4.882, 0.127, 5.093], [3.749, 0.149, 4.102], [2.884, 1.215, 4.006], [1.784, 1.293, 3.096], [0.914, 2.367, 3.344], [-0.192, 2.852, 2.688], [-0.278, 2.986, 1.244], [0.888, 3.814, 0.681], [0.660, 4.207, -0.776], [0.238, 3.042, -1.523], [-0.798, 3.011, -2.322], [-1.356, 1.849, -2.855], [-2.269, 1.956, -3.930], [-2.802, 0.860, -4.559], [-3.768, 0.988, -5.708], [-2.422, -0.409, -4.097], [-1.571, -0.581, -3.021], [-1.215, -1.910, -2.614], [-0.444, -2.274, -1.651], [-0.169, -3.708, -1.667], [0.031, -4.299, -0.290], [1.314, -3.794, 0.337], [1.265, -2.392, 0.772], [2.197, -2.140, 1.641], [2.470, -0.933, 2.354], [3.509, -0.953, 3.295], [1.666, 0.213, 2.146], [0.850, 0.160, 1.124], [-1.034, 0.548, -2.347], [-0.343, 0.360, -1.289], [4.915, 1.045, 5.678], [5.838, 0.013, 4.579], [4.773, -0.717, 5.775], [3.027, 2.054, 4.678], [1.113, 2.894, 4.270], [-0.613, 3.624, 3.175], [-1.234, 3.462, 1.011], [-0.286, 1.997, 0.796], [1.802, 3.220, 0.754], [1.029, 4.717, 1.279], [1.578, 4.629, -1.195], [-0.125, 4.961, -0.849], [0.752, 2.176, -1.355], [-1.222, 3.975, -2.588], [-2.523, 2.952, -4.280], [-3.688, 1.961, -6.191], [-4.796, 0.866, -5.360], [-3.580, 0.217, -6.456], [-2.807, -1.294, -4.593], [-1.647, -2.688, -3.249], [0.745, -3.863, -2.254], [-0.976, -4.241, -2.179], [0.098, -5.384, -0.382], [-0.825, -4.060, 0.338], [2.119, -3.894, -0.402], [1.572, -4.428, 1.188], [2.849, -2.967, 1.931], [4.123, -1.843, 3.389], [1.775, -0.215, -3.753], [2.360, -0.656, -1.769], [2.966, 1.299, -1.104], [4.261, -1.513, -2.035], [-5.409, -2.007, 2.059], [-4.157, -1.711, 1.631], [-3.080, -2.380, 2.170], [-1.803, -2.084, 1.702], [-1.563, -1.144, 0.695], [-2.693, -0.455, 0.235], [-3.983, -0.729, 0.680], [-3.245, -3.126, 2.938], [-0.970, -2.597, 2.173], [-2.591, 0.341, -0.493], [-4.839, -0.191, 0.288]], "multiplicity": 2, "homo_ev": [-5.76, -6.28], "s_squared": 0.803, "total_energy_ha": -4245.93885, "molar_mass_g_mol": 685.0}